# 1
{
  "formula": "C26H60CaCl4F2N9O12S2",
  "method": "ωB97M-V/def2-TZVPD",
  "charge": 1,
  "total_energy_ev": -161540.2084,
  "orbital_gap_ev": 2.6,
  "homo_energy_ha": -0.35846,
  "spin_multiplicity": 1,
  "symbols": ["Ca", "N", "S", "O", "O", "F", "S", "O", "O", "F", "C", "C", "O", "N", "C", "H", "H", "H", "H", "H", "H", "H", "C", "C", "O", "N", "C", "H", "H", "H", "H", "H", "H", "H", "C", "C", "O", "N", "C", "H", "H", "H", "H", "H", "H", "H", "C", "C", "O", "N", "C", "H", "H", "H", "H", "H", "H", "H", "C", "C", "O", "N", "C", "H", "H", "H", "H", "H", "H", "H", "C", "C", "O", "N", "C", "H", "H", "H", "H", "H", "H", "H", "C", "C", "O", "N", "C", "H", "H", "H", "H", "H", "H", "H", "C", "C", "O", "N", "C", "H", "H", "H", "H", "H", "H", "H", "C", "Cl", "Cl", "H", "H", "C", "Cl", "Cl", "H", "H"],
  "xyz": [[18.386980, 0.639940, -13.301880], [16.969980, 3.579070, -11.282190], [17.199110, 5.059020, -11.289330], [17.862570, 5.702390, -10.225840], [16.225020, 5.824160, -12.057330], [18.364560, 5.024720, -12.351060], [15.865280, 3.690840, -9.978940], [14.526820, 4.190920, -10.152480], [16.438150, 3.881140, -8.635690], [15.453850, 2.121550, -9.963950], [17.000460, 15.064640, -12.087540], [17.049090, 13.540070, -12.330640], [16.086740, 12.829840, -12.067680], [18.185510, 13.082180, -12.897650], [18.343640, 11.643750, -13.279440], [16.152610, 15.619830, -12.488810], [17.839620, 15.681300, -12.409480], [16.889800, 15.069060, -11.003180], [18.907960, 13.750580, -13.124400], [19.286400, 11.352280, -13.742420], [17.553040, 11.351020, -13.970350], [18.316280, 10.916290, -12.468170], [9.185190, 8.117550, -4.811150], [9.494190, 6.696890, -4.354630], [8.574450, 5.968200, -4.030280], [10.753850, 6.247140, -4.474240], [11.259530, 4.919840, -4.285670], [9.725340, 8.852810, -4.214720], [8.120240, 8.320930, -4.698840], [9.413460, 8.180400, -5.875130], [11.383550, 6.946830, -4.840300], [11.669830, 4.662670, -3.309140], [12.110250, 4.873160, -4.965520], [10.507560, 4.190400, -4.586600], [8.549700, 3.268650, -17.960650], [9.330020, 3.827860, -16.764310], [8.896020, 3.639260, -15.668550], [10.459580, 4.516760, -17.048850], [11.215000, 5.105780, -16.003270], [8.314120, 4.062270, -18.669720], [7.625350, 2.855840, -17.556600], [9.094370, 2.416010, -18.366160], [10.785120, 4.599730, -18.001340], [10.571750, 5.422390, -15.182240], [11.611750, 5.990890, -16.500520], [11.981790, 4.448030, -15.593990], [15.694490, 10.574440, -7.595500], [14.469530, 9.663140, -7.717400], [14.118210, 8.932180, -6.765780], [13.897850, 9.705660, -8.894460], [12.610640, 9.131630, -9.270250], [16.460760, 10.271690, -8.309130], [16.290470, 10.598060, -6.683150], [15.326800, 11.584240, -7.777740], [14.335350, 10.304360, -9.580210], [12.328690, 8.188130, -8.802910], [12.446270, 9.012380, -10.341170], [11.852050, 9.875910, -9.027990], [21.884660, 1.686200, -18.607790], [22.018910, 2.425110, -17.311550], [21.289610, 2.175960, -16.307220], [22.973690, 3.379750, -17.255800], [23.264240, 4.316710, -16.135390], [22.000260, 0.617640, -18.426380], [22.686200, 1.838270, -19.330640], [20.869080, 1.795960, -18.988130], [23.513170, 3.528520, -18.096600], [22.946750, 4.023390, -15.134760], [22.871510, 5.307380, -16.364360], [24.352580, 4.367970, -16.103860], [20.597440, -3.920620, -9.969350], [19.279570, -3.295690, -9.472960], [18.798440, -2.238270, -9.988420], [18.751510, -3.938990, -8.481900], [17.565200, -3.470370, -7.723440], [20.389370, -4.515790, -10.858490], [21.031980, -4.546200, -9.189660], [21.395400, -3.252620, -10.293580], [19.327610, -4.701300, -8.154670], [16.822230, -4.238310, -7.508110], [17.005540, -2.682000, -8.226770], [17.810680, -3.159210, -6.708050], [14.264030, -4.004200, -13.088670], [13.973940, -2.541370, -13.117750], [14.844820, -1.776130, -13.468380], [12.701820, -2.159780, -12.778300], [12.290400, -0.755840, -12.816680], [14.232160, -4.517830, -14.049540], [13.579630, -4.560100, -12.447850], [15.249790, -4.091880, -12.631840], [11.997380, -2.882860, -12.810210], [11.753150, -0.585450, -13.749650], [13.134760, -0.069830, -12.884040], [11.619610, -0.437000, -12.018870], [14.940010, 1.625450, -18.644160], [15.829820, 2.609620, -17.972760], [16.427410, 2.342350, -16.960880], [15.751240, 3.811630, -18.535740], [16.418550, 5.004240, -18.003660], [14.718300, 0.861890, -17.898560], [15.330070, 1.077370, -19.501810], [13.991530, 2.080770, -18.929070], [15.086360, 3.937830, -19.285480], [15.903650, 5.400360, -17.128420], [16.394160, 5.817920, -18.728530], [17.452110, 4.817260, -17.712300], [18.677620, 6.368180, -4.403430], [17.694770, 5.993250, -2.978200], [19.791710, 7.759300, -4.192380], [19.188120, 5.456190, -4.712890], [18.005770, 6.527130, -5.246910], [23.419580, 6.806680, -9.824570], [25.024670, 6.073670, -9.843030], [23.101620, 7.911460, -11.167860], [22.681040, 6.005170, -9.840150], [23.346040, 7.308980, -8.860000]],
  "forces_ev_per_angstrom": [[-0.7, 0.7, 0.3], [-2.7, -3.7, 3.0], [1.7, 7.9, -5.6], [-0.1, 0.0, 1.6], [0.4, -1.1, 1.6], [1.4, -0.7, -1.2], [-2.8, -3.6, 4.9], [1.7, 0.8, -1.1], [-0.2, -0.3, -3.3], [1.2, -0.2, -0.5], [0.0, -0.3, 0.6], [-1.1, 0.8, -0.9], [0.7, 0.2, 0.1], [0.9, -1.5, -0.3], [-0.3, 0.1, 0.0], [-0.4, -0.8, -0.1], [0.5, -0.5, 0.2], [0.2, 0.6, 0.1], [-0.1, -0.3, 0.0], [0.2, 1.0, -0.2], [-0.1, 0.2, 0.0], [-0.5, 0.6, 0.6], [0.2, -0.2, 0.2], [-1.5, -0.5, -0.3], [-0.2, -0.4, 0.5], [0.7, 1.7, 0.0], [0.3, -0.3, -0.7], [0.2, 0.1, -0.3], [0.1, -0.3, 0.1], [0.3, 0.3, 0.0], [0.2, -0.3, 0.1], [-0.4, 0.3, 0.3], [0.0, -0.4, -0.1], [0.0, 0.0, 0.1], [0.1, 0.0, 0.7], [-0.8, -0.6, -2.4], [0.0, 0.1, 2.1], [-0.6, -0.8, -0.4], [0.4, 1.0, 0.0], [0.2, -0.3, -0.3], [0.0, 0.2, 0.0], [0.1, 0.3, -0.5], [-0.3, -0.1, 0.3], [-0.1, -0.1, -0.1], [0.7, 0.2, 0.7], [0.2, 0.1, -0.1], [0.2, 0.1, -0.3], [1.3, -1.6, 4.0], [0.0, 1.1, -1.5], [-0.8, -0.2, -2.4], [-0.9, 0.6, 0.1], [-0.3, 0.3, -0.6], [-0.9, -0.4, 0.5], [0.4, 0.2, -0.3], [-0.1, -0.1, 0.1], [0.6, 0.2, 0.3], [0.9, -0.1, -0.1], [-0.3, -0.1, 0.4], [0.2, -1.0, 0.1], [-0.7, 0.3, 2.3], [0.9, 0.2, -1.7], [-0.3, 0.0, 0.4], [0.5, -0.3, -0.7], [-0.2, -0.1, 0.4], [-0.3, 0.7, -0.1], [0.2, 0.3, -0.3], [-0.1, 0.0, 0.2], [-0.4, -0.5, -0.5], [-0.1, -0.1, 0.0], [0.0, 0.3, 0.1], [-0.2, -0.1, -0.1], [1.2, 3.3, -2.9], [0.7, -1.8, 0.5], [-1.7, -0.6, 2.0], [-0.3, -0.4, 0.5], [-0.1, -0.3, 0.1], [0.0, -0.2, -0.2], [-0.5, 0.6, 0.3], [-0.6, 0.0, 0.4], [0.3, -0.6, -0.6], [0.7, 0.0, -0.2], [0.5, 0.4, -0.2], [-0.2, -0.9, 0.9], [-1.7, -0.5, -0.3], [1.2, 1.5, 0.0], [1.0, 0.3, 0.1], [-0.4, 0.2, -1.0], [0.2, 0.4, -0.2], [-0.1, 0.1, 0.1], [0.1, -0.2, -0.3], [0.1, 0.2, 0.3], [-0.2, 0.1, -0.1], [0.2, -0.4, 0.4], [0.3, -0.4, 0.2], [-0.8, -1.4, 0.1], [-1.4, -0.1, -1.0], [1.5, -0.2, 1.5], [0.7, 1.7, -0.2], [-0.3, 0.2, 0.1], [-0.1, 0.0, 0.0], [0.3, 0.4, -0.1], [0.0, 0.0, -0.1], [0.3, 0.0, 0.1], [-0.1, -0.2, 0.2], [0.1, -0.3, -0.2], [-0.1, -0.2, -0.2], [-0.3, -0.4, -0.7], [0.3, 0.2, -0.1], [-0.5, -0.8, -0.1], [0.6, 0.3, 0.6], [-0.1, 0.7, 0.3], [-0.4, -0.3, 0.6], [0.1, 0.0, -0.3], [0.1, -0.1, 0.2], [0.1, 0.2, -0.2], [-0.1, 0.3, -0.4]]
}

=====

# 2
{
  "formula": "C2H6N2O2S2",
  "method": "ωB97M-V/def2-TZVPD",
  "charge": 0,
  "de_lowest_kcal_mol": 147.2,
  "total_energy_ev": -30909.6563,
  "orbital_gap_ev": [7.7, 7.3],
  "homo_energy_ha": [-0.34993, -0.35146],
  "spin_multiplicity": 1,
  "symbols": ["C", "C", "N", "N", "O", "O", "S", "S", "H", "H", "H", "H", "H", "H"],
  "xyz": [[2.214137, 1.048866, 0.444236], [-1.905956, -1.755990, -0.583366], [0.315905, -0.786434, 1.023411], [-0.729123, 0.895759, 0.169037], [2.162322, -0.263524, 2.678171], [0.422092, -0.627585, -1.479714], [1.928967, -0.596518, 1.283411], [-0.482449, -0.503802, -0.395452], [2.901107, 1.529088, 1.201272], [1.031030, 1.357405, 0.287885], [2.605726, 0.792869, -0.499980], [-1.344929, -2.762700, -0.606428], [-2.247257, -1.575039, -1.497069], [-2.659489, -1.466682, 0.211010]],
  "forces_ev_per_angstrom": [[-2.5, -0.5, 1.4], [3.2, -0.1, 4.5], [-2.0, -0.1, -0.4], [-0.9, -0.9, 0.5], [0.1, -0.5, 0.6], [0.1, -0.9, -2.1], [-0.1, 1.5, -0.4], [0.7, 0.0, 1.9], [-1.0, -0.2, -1.2], [3.2, 0.1, 0.7], [0.8, 0.2, -1.1], [-1.3, 1.5, 0.6], [-1.6, 0.9, -4.0], [1.1, -1.0, -0.8]]
}

=====

# 3
{
  "formula": "C7H9Br2NOSr",
  "method": "ωB97M-V/def2-TZVPD",
  "charge": 2,
  "total_energy_ev": -151849.9300,
  "orbital_gap_ev": 9.2,
  "homo_energy_ha": -0.60120,
  "spin_multiplicity": 1,
  "symbols": ["Sr", "Br", "C", "Br", "H", "H", "O", "C", "C", "C", "C", "C", "C", "N", "H", "H", "H", "H", "H", "H", "H"],
  "xyz": [[0.346857, -0.009310, -0.294492], [0.239497, 2.569169, -2.116155], [-0.567333, 1.609238, -3.595309], [-0.877880, -0.261406, -3.189442], [0.116710, 1.656319, -4.433082], [-1.527300, 2.065558, -3.800870], [-0.791840, -0.365841, 1.868389], [-0.184374, -1.050912, 2.993420], [1.203044, -1.523217, 2.647440], [1.922731, -2.223411, 3.602979], [3.197329, -2.662471, 3.295675], [3.723393, -2.390176, 2.038417], [2.944442, -1.688353, 1.148314], [1.699794, -1.253408, 1.432779], [-1.678682, -0.096119, 2.141727], [-0.808670, -1.902721, 3.266486], [-0.143028, -0.366992, 3.842445], [1.486244, -2.421341, 4.573324], [3.776293, -3.211804, 4.025963], [4.714297, -2.715445, 1.757129], [3.327800, -1.459941, 0.158655]],
  "forces_ev_per_angstrom": [[-0.1, 0.0, 0.2], [0.0, 0.0, 0.0], [0.0, 0.0, 0.0], [0.0, 0.0, 0.0], [0.0, 0.0, 0.0], [0.0, 0.0, 0.0], [0.0, 0.0, -0.1], [0.0, 0.0, 0.0], [0.0, 0.0, 0.0], [0.0, 0.0, 0.0], [0.0, 0.0, 0.0], [0.0, 0.0, 0.0], [0.0, 0.0, 0.0], [0.0, 0.0, 0.0], [0.0, 0.0, 0.0], [0.0, 0.0, 0.0], [0.0, 0.0, 0.0], [0.0, 0.0, 0.0], [0.0, 0.0, 0.0], [0.0, 0.0, 0.0], [0.0, 0.0, 0.0]]
}

=====

# 4
{
  "formula": "C4H5B",
  "method": "ωB97M-V/def2-TZVPD",
  "charge": 0,
  "de_lowest_kcal_mol": 69.8,
  "total_energy_ev": -4899.4938,
  "orbital_gap_ev": 7.2,
  "homo_energy_ha": -0.29006,
  "spin_multiplicity": 1,
  "symbols": ["B", "C", "C", "C", "C", "H", "H", "H", "H", "H"],
  "xyz": [[-1.779697, -0.114236, 0.253840], [-1.208424, -1.399046, 0.389173], [-0.509231, 1.234503, -0.339078], [0.262730, -0.969444, 0.429929], [0.597218, 0.313410, 0.089049], [-0.296583, 2.559550, -0.434404], [-1.578784, -2.395976, 0.678485], [-0.863720, 0.995980, -1.269922], [0.965175, -1.773584, 0.858489], [1.553552, 0.739398, 0.429629]],
  "forces_ev_per_angstrom": [[2.3, 2.4, 0.3], [1.0, 0.0, -0.1], [0.4, 1.4, 1.7], [-1.2, -1.7, 0.6], [-0.2, 0.7, 0.6], [-1.0, -4.4, 1.1], [0.5, 0.7, -0.5], [-0.5, -0.5, -2.8], [-0.9, 1.7, -0.6], [-0.4, -0.3, -0.5]]
}

=====

# 5
{
  "formula": "C18H45N3",
  "method": "ωB97M-V/def2-TZVPD",
  "charge": 0,
  "de_lowest_kcal_mol": 51.4,
  "total_energy_ev": -23863.2393,
  "orbital_gap_ev": 8.9,
  "smiles": "CCN(CC)CC.CCN(CC)CC.CCN(CC)CC",
  "homo_energy_ha": -0.29724,
  "spin_multiplicity": 1,
  "symbols": ["C", "C", "N", "C", "C", "C", "C", "H", "H", "H", "H", "H", "H", "H", "H", "H", "H", "H", "H", "H", "H", "H", "C", "C", "N", "C", "C", "C", "C", "H", "H", "H", "H", "H", "H", "H", "H", "H", "H", "H", "H", "H", "H", "H", "C", "C", "N", "C", "C", "C", "C", "H", "H", "H", "H", "H", "H", "H", "H", "H", "H", "H", "H", "H", "H", "H"],
  "xyz": [[2.807020, -0.472294, 0.823905], [3.120910, -1.994574, 1.260885], [3.348980, -3.037314, 0.261285], [2.150630, -3.329304, -0.513255], [1.582260, -4.563494, 0.165245], [4.508070, -2.707084, -0.597435], [5.157850, -4.003594, -1.164185], [1.979200, -0.548934, 0.118965], [3.647690, 0.000836, 0.316435], [2.571270, 0.075226, 1.736455], [3.986880, -1.990454, 1.922835], [2.264150, -2.162824, 1.913395], [1.374180, -2.564394, -0.500815], [2.337120, -3.467384, -1.578265], [1.305880, -4.440944, 1.212485], [0.652460, -4.866484, -0.316175], [2.203470, -5.450354, 0.290445], [5.296070, -2.216814, -0.025775], [4.200380, -1.893254, -1.254025], [6.217990, -3.934364, -1.407925], [4.634180, -4.368034, -2.047955], [5.045880, -4.826974, -0.458775], [-1.210720, -1.652444, 0.663875], [-2.208210, -0.431964, 0.805025], [-3.596480, -0.856914, 0.693425], [-4.071200, -2.200244, 1.243985], [-5.471080, -2.518054, 0.852075], [-4.570470, 0.268016, 0.936235], [-4.566960, 0.820356, 2.338145], [-0.166740, -1.352884, 0.571945], [-1.439570, -2.355224, -0.137275], [-1.223530, -2.356484, 1.495905], [-2.004380, 0.066996, 1.752435], [-2.065880, 0.271796, -0.015065], [-3.525610, -3.039574, 0.812755], [-4.024780, -2.278344, 2.330195], [-6.296100, -1.955854, 1.289525], [-5.469590, -2.492364, -0.237615], [-5.693630, -3.555994, 1.099575], [-5.563980, -0.070574, 0.642315], [-4.256070, 1.100066, 0.306205], [-3.711990, 1.436496, 2.616515], [-4.467870, 0.060076, 3.112915], [-5.430350, 1.455116, 2.537435], [-1.581060, 4.311926, -1.867515], [-0.131300, 4.774316, -2.100225], [0.830250, 4.170686, -1.236125], [0.656520, 4.823866, 0.010385], [1.963030, 4.527326, 0.823165], [0.840330, 2.662276, -1.261755], [1.159670, 2.070536, -2.618175], [-1.872530, 4.185516, -0.824845], [-1.663670, 3.276736, -2.198695], [-2.321730, 4.885306, -2.424955], [0.179840, 4.580416, -3.126715], [-0.090360, 5.863246, -2.074765], [0.618970, 5.894816, -0.188985], [-0.246730, 4.447846, 0.490855], [2.903450, 4.722496, 0.307795], [2.009600, 5.220806, 1.662825], [2.123890, 3.499186, 1.147415], [-0.136050, 2.303896, -0.935625], [1.601480, 2.224396, -0.615985], [0.359310, 2.425466, -3.267445], [1.374890, 1.004256, -2.548675], [2.064900, 2.525516, -3.020245]],
  "forces_ev_per_angstrom": [[0.8, -2.0, -0.3], [0.1, 1.7, 0.3], [0.6, 1.7, -0.2], [-0.1, -1.2, 0.9], [-1.4, -0.9, 0.0], [0.4, -0.5, 0.8], [-0.9, 0.2, -0.5], [-0.2, 0.5, 0.2], [0.0, 0.0, 0.0], [-0.2, 0.1, -0.2], [0.1, 0.1, 0.0], [-0.1, -0.9, -0.2], [0.1, 0.4, 0.2], [0.4, -0.3, 0.1], [-0.1, 0.9, 0.1], [-0.1, -0.2, -0.2], [0.5, 0.2, -0.9], [-0.1, -0.1, 0.6], [0.2, -0.4, -1.0], [-0.1, 0.4, 0.0], [0.0, 0.1, -0.2], [0.0, 0.3, 0.4], [-0.5, 0.2, 0.2], [0.3, -2.0, -0.1], [-1.8, -0.8, 0.2], [0.7, 1.5, 0.2], [-0.8, -0.6, -0.8], [1.5, -0.8, -0.2], [0.3, 0.2, 1.3], [-0.1, 0.3, -0.1], [-0.2, 0.6, -0.6], [-0.2, 0.4, 0.6], [0.2, 0.2, 0.2], [0.3, 0.1, 0.0], [0.7, 0.4, 0.1], [0.5, 0.1, 0.3], [0.3, 0.4, -0.1], [-0.6, 0.3, -0.1], [0.2, -0.1, 0.2], [0.2, 0.2, 0.0], [-0.2, -0.1, -0.5], [0.3, 0.3, -0.7], [-0.7, -0.4, 0.0], [-0.2, -0.2, 0.0], [0.1, -0.9, -0.3], [-0.9, -0.3, -1.7], [0.5, -0.7, -1.3], [2.8, -1.4, 1.4], [-0.3, 0.7, 0.7], [0.2, 0.9, 0.4], [0.1, 1.4, -0.2], [0.0, 0.7, 0.1], [-0.1, -0.1, -0.5], [0.1, 0.1, 0.2], [-0.4, -0.3, -0.3], [0.2, 0.0, 0.5], [-0.2, -0.1, 0.3], [-0.1, 0.3, 0.7], [-0.4, 0.3, -0.8], [-0.1, -0.3, 0.5], [-0.7, 0.0, 0.3], [-0.2, -0.3, 0.3], [-0.1, 0.7, 0.6], [0.0, -1.0, -0.5], [-0.7, 0.0, -0.2], [0.2, 0.1, 0.1]]
}

=====

# 6
{
  "formula": "C3H4ClN3O",
  "method": "ωB97M-V/def2-TZVPD",
  "charge": 0,
  "de_lowest_kcal_mol": 114.4,
  "total_energy_ev": -22211.4839,
  "orbital_gap_ev": 8.6,
  "homo_energy_ha": -0.31462,
  "spin_multiplicity": 1,
  "symbols": ["C", "C", "C", "H", "H", "H", "H", "N", "N", "N", "O", "Cl"],
  "xyz": [[0.969056, -0.235991, -0.116517], [-0.204370, -1.125853, -0.133747], [-1.209261, -0.285005, 0.034344], [2.417453, -1.267020, 0.893520], [2.673056, 0.195340, 0.371345], [-0.213701, -2.115561, -0.185115], [-2.267812, 2.211961, -0.750282], [2.307538, -0.586045, -0.016650], [-0.737263, 0.969303, -0.146631], [0.540614, 0.982048, -0.176188], [-1.453672, 2.066688, 0.215663], [-2.821642, -0.809862, 0.010255]],
  "forces_ev_per_angstrom": [[-2.7, -2.3, -0.5], [3.8, 3.3, 0.8], [-1.5, -0.2, -1.1], [-0.5, 1.7, -3.1], [2.3, 3.4, 1.0], [-0.1, -4.0, -0.1], [3.7, -0.4, 4.3], [-0.5, -4.6, 2.1], [-3.2, -0.5, 0.6], [3.2, 2.1, 0.4], [-3.6, 1.0, -4.6], [-0.8, 0.6, 0.2]]
}